ORCA calculation (wB97M-V/def2-TZVPD) on a 2-piece molecular cluster, C4H7NO2 overall.

Geometry as XYZ:
```
14
Properties=species:S:1:pos:R:3
C 3.568 -0.022 0.098
C 0.381 0.426 -0.182
C -0.786 1.204 0.367
C 0.010 -0.856 -0.879
N 3.422 -0.664 1.104
O 4.052 0.443 -0.842
O 1.524 0.799 -0.063
H -0.478 2.208 0.644
H -1.157 0.692 1.253
H -1.593 1.248 -0.360
H -0.797 -1.361 -0.353
H 0.875 -1.509 -0.967
H -0.338 -0.612 -1.882
H 2.624 -0.760 1.693
```

Electronic energy   -361.84344 Eh
Net charge   0
HOMO   -0.3731 Ha
Frontier orbital gap   10.786 eV
Energy above the lowest of the compared OMol25 structures with the same formula, charge and spin   23.5 kcal per mole
Structure (SMILES)   CC(C)=O.N=C=O

Atom charges from the Löwdin analysis, given in e for atoms 1 to 4: -0.491 -0.464 -0.015 -0.008


ORCA calculation (wB97M-V/def2-TZVPD) on one molecule with the formula C4H7NO2.

Geometry as XYZ:
```
14
Properties=species:S:1:pos:R:3
C 1.431 1.107 0.424
N 0.582 -0.051 0.097
C 0.860 -0.577 -1.195
O 1.459 0.050 -2.046
C -0.829 0.193 0.323
O -1.253 1.325 0.333
C -1.765 -0.967 0.583
H 2.376 1.006 -0.117
H 0.944 2.048 0.153
H 1.619 1.076 1.502
H 0.508 -1.637 -1.316
H -2.504 -1.052 -0.221
H -2.342 -0.648 1.459
H -1.276 -1.932 0.748
```

Electronic energy   -361.84111 Eh
Net charge   0
HOMO   -0.3764 Ha
Frontier orbital gap   11.063 eV
Energy above the lowest of the compared OMol25 structures with the same formula, charge and spin   24.9 kcal per mole
Structure (SMILES)   CC(=O)N(C)C=O

Atom charges from the Löwdin analysis, given in e for atoms 1 to 4: -0.046 -0.070 -0.272 0.061


ORCA calculation (wB97M-V/def2-TZVPD) on a 2-piece molecular cluster, C4H7NO2 overall.

Geometry as XYZ:
```
14
Properties=species:S:1:pos:R:3
C 1.070 1.725 -0.020
C -1.029 -1.332 -0.968
C -0.711 -0.555 0.274
C 1.701 0.409 0.684
O 0.089 1.146 -0.672
N -1.405 -0.318 1.290
O 2.653 0.146 1.291
H -2.347 -0.708 1.251
H 1.919 2.073 -0.638
H 0.873 2.408 0.825
H 0.516 -0.467 0.555
H -0.125 -1.721 -1.439
H -1.489 -0.653 -1.688
H -1.714 -2.153 -0.742
```

Electronic energy   -361.68704 Eh
Net charge   0
HOMO   -0.3364 Ha
Frontier orbital gap   8.464 eV
Energy above the lowest of the compared OMol25 structures with the same formula, charge and spin   121.6 kcal per mole

Atom charges from the Löwdin analysis, given in e for atoms 1 to 4: -0.292 -0.049 -0.347 -0.086


ORCA calculation (wB97M-V/def2-TZVPD) on one molecule with the formula C4H7NO2.

Geometry as XYZ:
```
14
Properties=species:S:1:pos:R:3
C 0.876 1.092 -1.202
C 0.335 1.063 0.013
N 1.005 0.636 1.182
O -1.015 1.069 0.201
C -1.462 -0.306 0.286
C -0.227 -1.196 0.271
O 0.618 -0.793 1.344
H 1.924 0.854 -1.356
H 0.284 -1.064 -0.688
H 0.233 1.218 -2.065
H 2.008 0.612 1.000
H -2.022 -0.418 1.219
H -2.123 -0.505 -0.566
H -0.434 -2.261 0.363
```

Electronic energy   -361.72130 Eh
Net charge   0
HOMO   -0.3252 Ha
Frontier orbital gap   9.791 eV
Energy above the lowest of the compared OMol25 structures with the same formula, charge and spin   100.1 kcal per mole
Structure (SMILES)   C=C1NOCCO1

Atom charges from the Löwdin analysis, given in e for atoms 1 to 4: 0.083 -0.464 0.084 -0.044


ORCA calculation (wB97M-V/def2-TZVPD) on one molecule with the formula C4H7NO2.

Geometry as XYZ:
```
14
Properties=species:S:1:pos:R:3
N 0.386 -2.153 0.785
C 0.243 -1.026 0.057
O 0.974 -0.831 -0.902
C -0.794 0.014 0.516
C -0.068 1.299 0.210
C 0.212 1.460 -1.194
O -0.656 2.392 -0.441
H 1.123 -2.772 0.482
H -0.206 -2.396 1.557
H -1.096 -0.112 1.563
H -1.693 -0.048 -0.110
H 0.718 1.557 0.921
H -0.354 0.874 -1.912
H 1.211 1.742 -1.532
```

Electronic energy   -361.81118 Eh
Net charge   0
HOMO   -0.3628 Ha
Frontier orbital gap   10.665 eV
Energy above the lowest of the compared OMol25 structures with the same formula, charge and spin   43.7 kcal per mole
Structure (SMILES)   NC(=O)C[C@H]1CO1

Atom charges from the Löwdin analysis, given in e for atoms 1 to 4: 0.166 -0.522 0.032 -0.044


ORCA calculation (wB97M-V/def2-TZVPD) on one molecule with the formula C4H7NO2.

Geometry as XYZ:
```
14
Properties=species:S:1:pos:R:3
C 0.216 -0.589 1.626
C -0.007 -0.407 0.111
C -1.417 -0.458 -0.306
O -1.944 0.180 -1.191
C 0.968 0.636 -0.464
O 2.082 0.768 0.014
N 0.511 1.302 -1.544
H 0.002 -1.609 1.938
H 1.243 -0.322 1.900
H -0.445 0.076 2.208
H -0.048 -1.360 -0.605
H -1.926 -1.292 0.223
H 1.162 1.842 -2.092
H -0.459 1.178 -1.812
```

Electronic energy   -361.83821 Eh
Net charge   0
HOMO   -0.3699 Ha
Frontier orbital gap   10.776 eV
Energy above the lowest of the compared OMol25 structures with the same formula, charge and spin   26.8 kcal per mole
Structure (SMILES)   C[C@@H](C=O)C(N)=O

Atom charges from the Löwdin analysis, given in e for atoms 1 to 4: -0.039 -0.233 -0.279 0.033


ORCA calculation (wB97M-V/def2-TZVPD) on one molecule with the formula C4H7NO2.

Geometry as XYZ:
```
14
Properties=species:S:1:pos:R:3
C 1.295 1.603 1.389
C -0.527 1.056 0.202
N 0.580 0.500 0.694
O -1.418 0.316 -0.444
C -1.360 -1.093 -0.614
C -0.351 -1.464 -1.676
O 0.432 -2.374 -1.560
H 0.543 2.231 1.883
H 2.002 1.243 2.132
H 1.787 2.241 0.649
H 0.931 -0.466 0.583
H -1.163 -1.629 0.319
H -2.366 -1.337 -0.972
H -0.385 -0.826 -2.584
```

Electronic energy   -361.74570 Eh
Net charge   0
HOMO   -0.3110 Ha
Frontier orbital gap   9.153 eV
Energy above the lowest of the compared OMol25 structures with the same formula, charge and spin   84.8 kcal per mole

Atom charges from the Löwdin analysis, given in e for atoms 1 to 4: -0.107 -0.161 -0.047 -0.108


ORCA calculation (wB97M-V/def2-TZVPD) on one molecule with the formula C4H7NO2.

Geometry as XYZ:
```
14
Properties=species:S:1:pos:R:3
N 1.360 0.997 0.554
C 0.668 0.119 1.331
O 0.584 0.229 2.541
C 0.018 -1.039 0.589
C -0.757 -0.716 -0.665
C -1.116 0.590 -1.207
O 0.037 -0.095 -1.686
H 1.837 1.756 1.014
H 1.420 0.883 -0.448
H -0.596 -1.582 1.309
H 0.811 -1.721 0.254
H -1.405 -1.531 -0.992
H -0.955 1.502 -0.642
H -1.907 0.607 -1.953
```

Electronic energy   -361.83002 Eh
Net charge   0
HOMO   -0.3600 Ha
Frontier orbital gap   10.733 eV
Energy above the lowest of the compared OMol25 structures with the same formula, charge and spin   31.9 kcal per mole
Structure (SMILES)   NC(=O)C[C@H]1CO1

Atom charges from the Löwdin analysis, given in e for atoms 1 to 4: 0.169 -0.540 0.045 -0.055


ORCA calculation (wB97M-V/def2-TZVPD) on one molecule with the formula C4H7NO2.

Geometry as XYZ:
```
14
Properties=species:S:1:pos:R:3
C -1.648 -1.343 -0.266
C -0.614 -0.436 0.248
N -0.632 0.748 1.093
O -1.154 1.827 0.235
C 0.512 0.165 0.397
C 1.958 0.375 0.174
O 2.413 -0.473 -0.856
H -2.365 -0.757 -0.851
H -1.215 -2.122 -0.898
H -2.185 -1.802 0.570
H -1.515 2.431 0.897
H 1.857 -0.267 -1.619
H 2.162 1.433 -0.047
H 2.510 0.125 1.088
```

Electronic energy   -361.69500 Eh
Net charge   0
HOMO   -0.3234 Ha
Frontier orbital gap   9.657 eV
Energy above the lowest of the compared OMol25 structures with the same formula, charge and spin   116.6 kcal per mole
Structure (SMILES)   CC1=C(CO)N1O

Atom charges from the Löwdin analysis, given in e for atoms 1 to 4: -0.018 -0.186 -0.016 -0.092


ORCA calculation (wB97M-V/def2-TZVPD) on one molecule with the formula C4H7NO2.

Geometry as XYZ:
```
14
Properties=species:S:1:pos:R:3
N 0.099 -0.359 2.401
C 0.349 0.223 1.192
O 1.381 0.829 0.970
C -0.800 0.078 0.195
C -0.480 0.299 -1.273
C 0.800 0.026 -1.923
O -0.290 -0.879 -2.049
H 0.836 -0.336 3.088
H -0.680 -0.980 2.550
H -1.594 0.771 0.511
H -1.207 -0.938 0.260
H -1.120 1.016 -1.774
H 1.628 -0.331 -1.324
H 1.078 0.580 -2.823
```

Electronic energy   -361.82620 Eh
Net charge   0
HOMO   -0.3696 Ha
Frontier orbital gap   10.903 eV
Energy above the lowest of the compared OMol25 structures with the same formula, charge and spin   34.3 kcal per mole
Structure (SMILES)   NC(=O)C[C@H]1CO1

Atom charges from the Löwdin analysis, given in e for atoms 1 to 4: 0.149 -0.531 0.055 -0.054